Formula: C6H13NO
Source: OMol25
Level of theory: wB97M-V/def2-TZVPD

Each line ends with the Löwdin charge.
CARTESIAN COORDINATES (ANGSTROEM)
O: 1.79193 4.45237 -2.14561  -0.0703
H: 2.52353 -1.46377 -0.89806  0.0730
H: -2.45153 1.60188 0.78715  0.0693
H: -1.29374 -1.83455 -1.15834  0.1139
H: -0.62260 -1.89068 2.08158  0.0716
N: -1.45482 1.74445 0.91392  -0.0123
C: -0.96394 -0.92439 1.72059  -0.0672
H: 1.37781 5.24675 -2.52916  0.0420
C: 1.96703 -2.29399 -0.42647  -0.0128
C: -0.33808 -1.46972 -0.78975  -0.1641
C: 0.67870 -2.45077 -0.24921  -0.2014
H: 1.08343 4.11205 -1.58738  0.0253
H: -2.00758 -0.79469 2.03743  0.0844
H: -1.21273 1.68796 1.89217  0.0505
H: 0.14098 -0.91773 -1.61898  0.1161
H: 2.77595 -2.91462 -0.07831  0.0450
H: -0.39697 -0.20160 2.35794  0.0902
H: 0.29196 -3.40790 0.15527  0.1116
C: -0.77030 0.81559 0.02734  -0.1577
C: -0.66427 -0.49101 0.33470  -0.3023
H: -0.45475 1.39436 -0.82683  0.0953

The structure (SMILES) is C=CC/C(C)=C/N.O. As for the total charge: 0. For the energy relative to the best compared isomer or geometry (same formula, charge and spin), the calculation gives 283.9 kJ/mol.

---

Formula: C10H22Cl4O7S
Source: OMol25
Level of theory: wB97M-V/def2-TZVPD

Each line ends with the Löwdin charge.
CARTESIAN COORDINATES (ANGSTROEM)
H: -1.78240 3.06946 0.17447  0.1247
Cl: -5.34773 -1.56452 1.32423  0.4852
Cl: -2.69977 -2.77474 1.42282  0.6212
C: 2.38083 1.66920 -1.25285  -0.1879
H: 2.43919 0.29044 2.29331  0.1457
O: -0.44966 -1.36684 3.01966  -0.2741
C: 2.74767 -0.67819 -4.15998  -0.0710
H: 2.05155 -1.01005 -4.91429  0.0796
O: -0.06591 -1.36716 5.53326  -0.2399
H: 2.26576 2.52254 -1.93686  0.1275
O: 1.23448 -0.03052 3.98268  -0.2129
C: -0.29349 -1.22748 -1.89015  -0.9665
H: 1.31692 -1.96160 2.00244  0.1278
H: -2.50515 -0.12125 1.74500  0.0299
H: 0.45920 3.29840 -1.15084  0.1313
H: 0.81608 1.04965 2.20255  0.0974
H: -4.63420 -3.60913 0.35971  0.0279
C: 1.35781 0.17819 2.53375  -0.1245
H: -1.50329 2.01285 -1.14795  0.1290
H: 3.66854 -0.28162 -4.57901  0.0825
H: 0.18217 -0.95374 -2.77608  -0.0222
H: 0.13434 -0.87483 1.07636  0.0676
C: 0.66391 -1.08127 1.99455  -0.0955
O: -1.28688 1.08451 0.77907  -0.2238
O: 2.23291 0.40689 -3.32030  -0.2089
H: 3.11861 1.84810 -0.42303  0.1399
Cl: -1.96449 -1.66527 -2.35986  0.5351
C: 0.33526 2.61477 -0.28048  -0.1308
O: -1.14391 0.58653 4.46619  -0.2392
C: -4.14217 -2.66541 0.52418  -1.0172
H: 2.98670 -1.57405 -3.53859  0.0900
C: -1.15108 2.22137 -0.11158  -0.1750
S: -0.22029 -0.51421 4.38030  0.6110
H: -3.29089 1.44905 1.49862  0.0873
H: 0.80704 2.96529 0.62170  0.1133
H: -3.86753 -2.20977 -0.41295  -0.0400
H: 3.98550 0.72055 -2.21488  0.1414
C: 2.89175 0.49689 -2.04863  -0.2191
O: 1.07493 1.41696 -0.71842  -0.1959
C: -2.66774 0.69428 1.04900  -0.0879
H: 2.82432 -0.40334 -1.47731  0.0960
H: -0.42875 -0.37382 -1.20290  0.0096
H: -3.15397 0.29224 0.13370  0.0772
Cl: 0.62379 -2.57936 -1.20059  0.5543

The structure (SMILES) is O=S1(=O)OCCO1.COCCOCCOC.ClCCl.ClCCl. As for the total charge: 0.

---

Formula: C6H8N2O
Source: OMol25
Level of theory: wB97M-V/def2-TZVPD

Each line ends with the Löwdin charge.
CARTESIAN COORDINATES (ANGSTROEM)
O: -0.47153 1.94830 -0.16781  0.0943
H: 1.91654 2.21366 -0.13724  0.1313
N: 2.17383 -1.16317 -0.11104  0.0093
H: 1.81852 1.22025 1.34476  0.1348
C: -2.69911 -0.08705 -0.12974  -0.0754
C: -0.19352 -0.40757 -0.01192  -0.1421
C: 1.70341 1.19899 0.24477  -0.1099
H: -3.32358 -0.37486 0.72278  0.0862
H: 0.63342 -2.47945 0.17572  0.1088
C: -1.45075 -0.87002 -0.02239  -0.0753
H: -2.46164 0.99435 -0.13448  0.0726
N: 2.50354 0.15147 -0.44295  -0.0558
H: -3.20703 -0.21513 -1.10088  0.0941
H: 3.48658 0.27191 -0.29891  0.1010
H: -1.59686 -1.95592 0.02840  0.1157
C: 0.23766 0.98330 -0.02108  -0.3738
C: 0.93054 -1.42905 0.06203  -0.1158

The structure (SMILES) is C/C=C1/C=NNCC1=O. As for the total charge: 0. For the energy relative to the best compared isomer or geometry (same formula, charge and spin), the calculation gives 165.2 kJ/mol.

---

We obtain HOMO energy values of -8.631, -10.355, -8.713 eV for the records listed above, in that order.
We obtain total energy values of -366.32578, -3159.75104, -418.12038 Ha for the records listed above, in that order.